# C20H18BF3O

A structure of composition C20H18BF3O at a distorted geometry (ωB97M-V/def2-TZVPD, the Open Molecules 2025 dataset).

Calculated values
orbital gap	4.38	eV
relative energy (zero: lowest compared OMol25 entry of this formula, charge and spin)	0.0	kJ/mol
DFT total energy	-1172.4066	Ha
total charge	0

The geometry in XYZ format:
```
43
C20H18BF3O (ωB97M-V/def2-TZVPD)
C -5.493 1.206 0.095
C -4.185 0.570 -0.034
C -3.869 -0.772 0.089
C -2.549 -0.970 -0.330
C -2.043 0.360 -0.697
B 0.117 0.220 4.035
F 0.087 -1.088 4.415
F -1.681 0.526 -2.042
F -0.862 1.034 4.451
O -3.145 1.264 -0.528
H -6.258 0.422 0.099
H -5.558 1.744 1.052
H -5.718 1.855 -0.758
H -4.593 -1.505 0.451
H -2.061 -1.941 -0.509
C -0.208 0.664 0.297
C 0.384 1.220 1.496
C 0.719 2.592 1.713
C 1.375 3.017 2.862
C 1.870 2.137 3.789
C 1.659 0.720 3.647
C 0.843 0.276 2.487
C 0.656 -0.150 -0.453
C 0.963 -0.154 -1.823
C 1.861 -1.073 -2.474
C 1.969 -1.026 -3.892
C 2.764 -1.930 -4.573
C 3.500 -2.889 -3.862
C 3.464 -2.907 -2.462
C 2.668 -2.006 -1.759
H -1.164 1.162 -0.177
H 0.528 3.300 0.907
H 1.462 4.086 3.020
H 2.450 2.507 4.632
H 2.396 0.011 4.066
H 0.926 -0.772 2.175
H 1.214 -0.879 0.132
H 0.523 0.601 -2.481
H 1.393 -0.271 -4.430
H 2.798 -1.901 -5.657
H 4.094 -3.622 -4.398
H 4.051 -3.636 -1.907
H 2.651 -2.002 -0.664
```